ORCA calculation (ωB97M-V with the def2-TZVPD basis set) on a structure of composition C39H46CrN9O5S3Si.

Last column: Mulliken charge in e.
Positions of all 104 atoms, in Å:
Cr -0.354 0.245 0.040  -0.276
C -0.090 7.187 2.431  -1.445
C -0.490 5.754 2.644  1.094
C 0.120 4.974 3.622  -0.847
C -0.207 3.633 3.775  -0.667
C -1.141 3.061 2.927  -0.092
C -1.770 3.827 1.954  -0.462
C -1.452 5.165 1.829  -0.237
S -1.482 1.323 3.014  1.162
O -1.312 0.934 4.397  -0.821
O -2.807 1.186 2.434  -0.993
N -0.442 0.592 2.086  0.229
C 0.786 0.182 2.750  -0.191
C 1.774 -0.337 1.719  0.070
O 2.749 -0.993 2.081  -0.858
O 1.499 -0.076 0.492  -0.613
H 0.438 7.585 3.297  0.408
H -0.961 7.815 2.240  0.344
H 0.565 7.272 1.561  0.169
H 0.862 5.421 4.274  0.340
H 0.251 3.034 4.551  0.474
H -2.484 3.362 1.288  0.390
H -1.926 5.753 1.052  0.218
H 0.614 -0.615 3.478  0.400
H 1.282 0.995 3.296  0.347
C -1.450 -2.344 -3.450  -1.594
C -0.758 -1.270 -4.303  2.638
C -1.772 -0.174 -4.649  -1.640
C -0.284 -1.942 -5.594  -2.069
Si 0.602 -0.512 -3.196  -2.206
O -0.070 -0.119 -1.797  2.401
C 1.995 -1.788 -3.044  0.363
C 2.773 -2.125 -4.156  -0.518
C 3.803 -3.050 -4.074  -0.765
C 4.093 -3.655 -2.858  -0.677
C 3.353 -3.316 -1.736  -0.637
C 2.317 -2.394 -1.830  0.338
C 1.398 1.024 -3.951  0.946
C 1.980 1.918 -3.048  -0.743
C 2.623 3.068 -3.479  -0.458
C 2.699 3.359 -4.833  -0.442
C 2.132 2.484 -5.750  -0.940
C 1.492 1.331 -5.310  0.229
H -2.300 -2.768 -4.002  0.513
H -1.822 -1.934 -2.510  0.028
H -0.765 -3.163 -3.218  0.305
H -2.613 -0.604 -5.209  0.529
H -1.325 0.608 -5.266  0.285
H -2.172 0.295 -3.749  0.107
H -1.152 -2.345 -6.130  0.546
H 0.390 -2.776 -5.392  0.381
H 0.222 -1.257 -6.274  0.244
H 2.589 -1.639 -5.108  0.344
H 4.390 -3.288 -4.953  0.395
H 4.903 -4.371 -2.784  0.358
H 3.600 -3.754 -0.777  0.426
H 1.779 -2.099 -0.942  0.142
H 1.917 1.715 -1.985  0.043
H 3.047 3.745 -2.750  0.478
H 3.194 4.263 -5.170  0.408
H 2.182 2.703 -6.810  0.422
H 1.052 0.675 -6.050  0.079
S 0.725 6.704 -0.955  -0.316
C 0.474 4.997 -0.741  -0.037
C -0.497 4.273 -1.494  -1.104
C -0.725 2.955 -1.245  -0.689
N -0.083 2.246 -0.260  2.185
C 0.910 2.919 0.412  -0.547
C 1.214 4.228 0.202  -0.383
C 1.951 6.773 -2.267  0.415
C 3.269 6.386 -2.052  -0.308
C 4.164 6.439 -3.107  -0.379
N 3.845 6.853 -4.334  -0.630
C 2.584 7.228 -4.528  -0.402
C 1.610 7.207 -3.541  -0.183
H -1.056 4.763 -2.282  0.376
H -1.440 2.401 -1.838  0.039
H 1.455 2.347 1.149  -0.301
H 1.995 4.687 0.795  0.371
H 3.583 6.033 -1.079  0.356
H 5.194 6.130 -2.961  0.350
H 2.332 7.557 -5.531  0.344
H 0.594 7.509 -3.760  0.403
C -6.508 -1.117 -0.584  -1.128
N -5.225 -0.657 -1.056  -0.136
C -4.168 -0.378 -0.265  0.306
N -4.288 -0.626 1.040  -0.287
S -2.761 0.187 -1.005  -0.171
H -7.178 -1.210 -1.434  0.355
H -6.958 -0.410 0.120  0.335
H -6.434 -2.096 -0.102  0.316
H -5.085 -0.475 -2.035  0.259
H -5.197 -0.818 1.425  0.278
H -3.637 -0.121 1.648  0.292
N 1.934 -3.759 1.985  -0.315
C 1.061 -4.551 1.340  0.479
N 1.354 -5.884 1.308  -0.447
N -0.065 -4.189 0.753  -0.806
C -0.305 -2.904 0.617  0.743
N -0.578 -1.793 0.453  0.138
H 2.865 -4.104 2.150  0.232
H 1.894 -2.741 1.938  0.081
H 1.918 -6.263 2.049  0.231
H 0.607 -6.468 0.972  0.280

Total charge   -1
Frontier orbital gap (alpha / beta)   0.1507 / 0.2933 Ha
2S+1   5
ΔE to the lowest compared entry with this formula, charge and spin   6.34 kcal per mole

***

ORCA calculation (ωB97M-V with the def2-TZVPD basis set) on a cluster of 8 separate species, C39H46N8O13 in total in a non-equilibrium geometry.

Last column: Mulliken charge in e.
Positions of all 106 atoms, in Å:
C -2.099 -4.258 -0.795  -0.391
C -2.065 -5.632 -0.130  -0.698
C -3.092 -5.972 0.979  -0.264
C -4.314 -5.034 1.070  -0.092
C -4.390 -3.768 0.212  -0.837
C -3.304 -3.476 -0.779  -0.582
N -5.445 -5.426 1.945  0.758
O -6.412 -4.562 2.006  -0.522
O -5.185 -6.258 2.897  -0.496
H -1.260 -4.035 -1.387  0.584
H -1.429 -6.486 -0.412  0.422
H -2.924 -6.935 1.353  0.598
H -5.142 -3.259 0.159  1.008
H -3.180 -2.498 -1.311  0.648
C 5.717 -2.017 -1.730  -0.223
C 4.716 -0.930 -2.013  -0.427
C 3.270 -1.296 -1.499  -0.167
C 2.919 -2.816 -1.198  -0.072
C 4.116 -3.722 -0.736  -0.224
C 5.426 -3.389 -1.247  -0.753
N 1.603 -3.162 -0.895  1.341
O 1.351 -4.374 -0.850  -0.640
O 0.709 -2.422 -1.138  -0.601
H 6.761 -1.797 -1.947  0.334
H 4.952 0.113 -2.470  0.269
H 2.473 -0.480 -1.498  0.398
H 3.913 -4.784 -0.449  0.334
H 6.258 -3.877 -0.940  0.441
C -6.032 7.065 -5.625  -0.306
C -4.946 7.903 -6.088  -0.371
C -3.571 7.756 -5.362  -0.471
C -3.391 6.632 -4.333  0.076
C -4.589 5.738 -4.063  0.027
C -5.865 5.993 -4.765  -0.472
N -2.025 6.332 -3.710  0.867
O -1.065 7.086 -3.987  -0.564
O -2.018 5.450 -2.861  -0.483
H -6.989 7.113 -6.116  0.346
H -5.105 8.547 -6.973  0.333
H -2.689 8.172 -5.675  0.499
H -4.410 4.858 -3.187  0.166
H -6.778 5.551 -4.396  0.347
C -0.300 -8.030 3.443  -0.407
C 0.313 -7.209 2.254  -1.291
C -0.061 -5.665 2.276  0.907
C -1.010 -5.058 3.339  0.425
C -1.505 -6.012 4.388  -0.754
C -1.131 -7.476 4.392  -0.389
N -1.136 -3.506 3.507  0.931
O -1.031 -2.820 2.530  -0.323
O -1.747 -3.013 4.395  -0.640
H -0.167 -9.164 3.421  0.281
H 0.750 -7.532 1.442  0.765
H 0.325 -4.718 1.500  -0.473
H -2.087 -5.734 5.176  0.649
H -1.420 -8.240 5.355  0.190
C 0.348 1.191 0.947  -1.591
C -0.250 2.382 0.368  -0.626
C -1.599 2.308 -0.500  -0.605
C -2.262 0.962 -0.530  0.293
C -1.764 -0.143 0.193  -0.320
C -0.318 -0.041 0.836  0.248
N -3.511 0.862 -1.327  0.938
O -4.086 1.894 -1.688  -0.572
O -3.852 -0.307 -1.486  -0.585
H 1.097 1.045 1.416  1.312
H 0.191 3.414 0.445  0.500
H -1.903 3.175 -1.192  0.297
H -2.201 -1.235 0.095  -0.012
H 0.279 -0.874 1.103  0.570
C 3.694 6.063 3.908  0.084
O 4.474 5.293 4.636  -0.632
N 3.319 5.576 2.713  0.207
C 2.717 6.480 1.867  -0.904
C 3.606 4.228 2.166  -1.129
H 3.466 7.107 4.198  0.354
H 3.286 7.286 1.590  0.437
H 1.603 6.883 2.369  0.285
H 2.547 6.066 0.737  0.155
H 4.555 3.615 2.514  0.280
H 4.147 4.362 1.289  0.484
H 2.715 3.587 2.016  0.386
C 2.107 -2.930 2.699  -0.247
O 2.515 -3.990 2.159  -0.652
N 2.024 -2.754 3.993  0.247
C 1.793 -1.280 4.451  -0.881
C 2.285 -3.816 4.958  -0.770
H 1.888 -2.157 2.040  0.565
H 0.709 -0.874 3.987  0.194
H 2.444 -0.737 3.958  0.517
H 1.918 -1.206 5.670  0.244
H 1.971 -3.896 5.926  0.434
H 3.325 -4.151 4.946  0.294
H 1.623 -4.590 4.566  0.159
C 2.946 2.925 -3.280  -0.200
O 3.037 2.590 -2.121  -0.543
N 1.843 3.558 -3.790  0.263
C 1.696 3.810 -5.187  -0.879
C 0.936 4.028 -2.854  -0.372
H 3.738 2.703 -3.926  0.455
H 1.894 4.756 -5.495  0.387
H 0.551 3.686 -5.571  0.233
H 2.326 3.146 -5.731  0.307
H -0.232 3.734 -3.303  0.105
H 0.932 5.048 -2.628  0.346
H 1.170 3.761 -1.640  -0.070

Total charge   0
Frontier orbital gap   0.2746 Ha
Structure (SMILES)   O=[N+]([O-])c1ccccc1.O=[N+]([O-])c1ccccc1.O=[N+]([O-])c1ccccc1.O=[N+]([O-])c1ccccc1.O=[N+]([O-])c1ccccc1.CN(C)C=O.CN(C)C=O.CN(C)C=O
2S+1   1
ΔE to the lowest compared entry with this formula, charge and spin   443.24 kcal per mole

***

ORCA calculation (ωB97M-V with the def2-TZVPD basis set) on a structure of composition C39H47Cl2IrN8O3SSb in a non-equilibrium geometry.

Last column: Mulliken charge in e.
Positions of all 102 atoms, in Å:
Ir -0.448 0.110 0.579  5.461
Cl -5.627 0.149 0.505  -0.198
C -4.641 1.178 1.457  0.390
C -5.218 2.127 2.301  -0.557
C -4.438 2.968 3.058  0.742
Cl -5.187 4.123 4.085  -0.225
C -3.028 2.890 2.980  -0.423
C -2.150 3.740 3.680  -0.701
C -0.794 3.582 3.535  -1.278
C -0.309 2.594 2.673  0.087
N -1.106 1.796 1.992  -0.393
C -2.450 1.910 2.136  0.274
C -3.249 1.020 1.362  -0.413
O -2.692 0.142 0.608  -0.501
H -6.295 2.205 2.357  0.486
H -2.554 4.510 4.321  0.472
H -0.099 4.212 4.070  0.498
H 0.756 2.458 2.534  0.409
N -2.236 2.835 -2.384  0.095
C -1.385 2.822 -1.350  -0.675
N -1.006 1.584 -1.133  -0.011
C -1.682 0.858 -2.072  0.523
N -2.429 1.597 -2.850  -0.639
C -1.578 -0.587 -2.111  -0.354
C -2.420 -1.372 -2.896  -0.346
N -2.319 -2.689 -2.911  -0.548
C -1.379 -3.241 -2.155  -0.980
C -0.555 -2.475 -1.341  -0.620
N -0.660 -1.146 -1.307  0.386
H -2.731 3.610 -2.799  0.175
H -1.063 3.696 -0.809  0.569
H -3.193 -0.912 -3.498  0.565
H -1.292 -4.320 -2.192  0.489
H 0.200 -2.935 -0.718  0.528
C 5.325 4.540 3.856  -1.647
C 4.489 3.426 3.305  0.941
C 4.533 2.161 3.897  -0.903
C 3.871 1.091 3.328  -1.076
C 3.136 1.289 2.166  -0.165
C 3.011 2.549 1.602  -0.263
C 3.689 3.611 2.178  -1.383
S 2.430 -0.137 1.417  2.142
O 3.370 -1.215 1.489  -0.796
O 2.000 0.219 0.030  -0.786
N 1.049 -0.441 2.197  -0.402
C 0.612 -1.760 2.275  -0.057
C 1.256 -2.831 2.889  -0.626
C 0.621 -4.058 2.867  -0.602
C -0.630 -4.187 2.266  -0.878
C -1.201 -3.077 1.680  -0.356
N -0.574 -1.900 1.675  -0.082
H 5.270 4.576 4.943  0.412
H 5.029 5.506 3.453  0.379
H 6.372 4.373 3.593  0.323
H 5.102 2.011 4.805  0.453
H 3.934 0.099 3.755  0.611
H 2.400 2.678 0.718  0.858
H 3.608 4.598 1.741  0.442
H 2.225 -2.690 3.341  0.557
H 1.092 -4.919 3.322  0.484
H -1.147 -5.135 2.256  0.476
H -2.170 -3.114 1.198  0.629
C 5.375 0.767 -0.956  -2.071
C 4.737 1.291 -2.234  1.647
C 5.707 1.225 -3.403  -1.548
C 4.214 2.708 -2.046  -1.538
Sb 2.895 -0.016 -2.621  0.125
C 3.580 -2.214 -2.669  2.014
C 3.466 -2.716 -1.246  -1.849
C 2.632 -2.966 -3.589  -1.848
C 5.010 -2.275 -3.172  -1.759
C 1.919 0.623 -4.661  1.622
C 0.897 -0.440 -5.022  -1.892
C 1.240 1.949 -4.374  -1.731
C 3.025 0.740 -5.687  -1.565
H 6.137 1.477 -0.621  0.544
H 5.869 -0.191 -1.115  0.221
H 4.648 0.651 -0.155  0.593
H 6.612 1.776 -3.128  0.511
H 5.302 1.690 -4.299  0.278
H 6.007 0.206 -3.641  0.278
H 5.033 3.357 -1.723  0.485
H 3.434 2.746 -1.285  0.196
H 3.825 3.117 -2.979  0.304
H 2.464 -2.564 -0.842  0.107
H 4.163 -2.217 -0.577  0.366
H 3.687 -3.787 -1.218  0.624
H 1.587 -2.807 -3.316  0.249
H 2.837 -4.037 -3.503  0.600
H 2.782 -2.687 -4.631  0.348
H 5.695 -1.774 -2.490  0.330
H 5.112 -1.845 -4.169  0.276
H 5.317 -3.324 -3.232  0.533
H 0.251 -0.684 -4.176  0.390
H 1.367 -1.350 -5.387  0.368
H 0.257 -0.056 -5.822  0.544
H 0.465 1.833 -3.613  0.308
H 0.767 2.312 -5.292  0.519
H 1.949 2.708 -4.045  0.340
H 3.662 -0.145 -5.717  0.259
H 3.642 1.618 -5.508  0.324
H 2.578 0.851 -6.681  0.520

Total charge   +2
Frontier orbital gap (alpha / beta)   0.1275 / 0.1402 Ha
2S+1   2
ΔE to the lowest compared entry with this formula, charge and spin   104.93 kcal per mole

***

ORCA calculation (ωB97M-V with the def2-TZVPD basis set) on a structure of composition C39H47IIrNOPSSb in a non-equilibrium geometry.

Last column: Mulliken charge in e.
Positions of all 93 atoms, in Å:
Ir -0.581 0.201 -0.155  2.461
O 0.447 -0.180 1.458  -0.730
N 1.541 -0.998 1.376  0.988
C 2.077 -1.396 2.550  -0.431
C 3.223 -2.136 2.546  -1.135
C 3.813 -2.468 1.319  -0.372
C 3.225 -2.064 0.144  -1.154
C 2.048 -1.312 0.182  0.760
S 1.164 -0.805 -1.208  -0.516
H 1.537 -1.077 3.429  0.561
H 3.654 -2.449 3.485  0.531
H 4.724 -3.050 1.294  0.485
H 3.645 -2.317 -0.820  0.552
I -2.516 1.856 -0.091  0.253
C -4.365 0.842 -0.067  0.470
C -5.373 1.753 -0.239  -0.717
C -6.720 1.369 -0.143  -1.130
C -7.004 0.075 0.159  -0.848
C -5.976 -0.885 0.331  0.947
C -6.362 -2.212 0.625  -0.795
C -5.433 -3.194 0.767  -1.477
C -4.081 -2.871 0.590  -0.564
C -3.636 -1.592 0.313  1.437
P -1.861 -1.649 -0.112  0.366
C -1.825 -2.430 -1.740  0.945
C -1.884 -3.812 -1.912  -0.158
C -1.931 -4.346 -3.190  -0.856
C -1.934 -3.510 -4.299  -0.647
C -1.892 -2.133 -4.134  -0.793
C -1.839 -1.594 -2.859  -0.430
C -1.130 -2.766 1.104  0.636
C -0.068 -3.594 0.740  -0.728
C 0.552 -4.385 1.697  -0.745
C 0.132 -4.335 3.019  -0.673
C -0.907 -3.491 3.389  -0.904
C -1.541 -2.710 2.436  -0.806
C -4.595 -0.534 0.199  0.389
H -5.143 2.793 -0.438  0.414
H -7.503 2.100 -0.290  0.445
H -8.030 -0.253 0.267  0.422
H -7.418 -2.428 0.726  0.432
H -5.720 -4.212 0.991  0.473
H -3.367 -3.679 0.667  0.380
H -1.888 -4.477 -1.058  0.367
H -1.970 -5.420 -3.321  0.462
H -1.973 -3.934 -5.294  0.423
H -1.901 -1.481 -4.997  0.471
H -1.818 -0.514 -2.739  0.263
H 0.264 -3.636 -0.290  0.477
H 1.354 -5.051 1.406  0.522
H 0.609 -4.962 3.762  0.471
H -1.237 -3.453 4.419  0.483
H -2.361 -2.067 2.729  0.448
C -1.149 5.378 0.664  -1.641
C -0.189 5.181 -0.512  1.613
C -0.988 5.123 -1.815  -1.675
C 0.776 6.363 -0.558  -1.457
Sb 0.763 3.204 -0.279  0.240
C 1.773 3.275 1.676  1.926
C 0.678 2.939 2.691  -1.444
C 2.862 2.213 1.767  -1.959
C 2.381 4.639 1.986  -1.769
C 2.177 3.046 -1.963  1.617
C 2.776 4.377 -2.406  -1.925
C 1.349 2.482 -3.120  -1.342
C 3.308 2.088 -1.605  -1.797
H -1.745 6.279 0.485  0.511
H -0.618 5.524 1.605  0.291
H -1.845 4.547 0.792  0.148
H -1.588 6.034 -1.906  0.485
H -1.673 4.272 -1.851  0.217
H -0.340 5.072 -2.691  0.306
H 0.177 7.274 -0.667  0.520
H 1.461 6.325 -1.400  0.238
H 1.360 6.468 0.352  0.239
H 0.257 1.946 2.510  -0.005
H -0.137 3.663 2.690  0.281
H 1.112 2.938 3.697  0.490
H 2.470 1.226 1.543  0.371
H 3.247 2.203 2.792  0.594
H 3.703 2.415 1.108  0.296
H 1.623 5.413 2.088  0.382
H 3.103 4.957 1.231  0.302
H 2.910 4.577 2.943  0.525
H 2.019 5.065 -2.779  0.389
H 3.470 4.185 -3.231  0.540
H 3.338 4.870 -1.611  0.327
H 0.535 3.151 -3.408  0.256
H 0.923 1.509 -2.887  0.066
H 1.997 2.357 -3.994  0.484
H 4.005 2.530 -0.895  0.359
H 3.873 1.860 -2.516  0.529
H 2.945 1.146 -1.198  0.348

Total charge   +2
Frontier orbital gap   0.2180 Ha
2S+1   1